Record 1
48
Properties=species:S:1:pos:R:3 method="wB97M-V/def2-TZVPD" largest_force_ev_per_a=0.9 de_lowest_ev=0.695 orbital_gap_ha="0.2475 / 0.2475"
Pd 0.335 0.199 -0.633
C 3.125 -0.067 -2.713
C 3.237 0.439 -1.291
N 2.314 -0.235 -0.339
C 2.516 -1.723 -0.340
C 3.931 -2.175 -0.008
C 2.441 0.338 1.029
C 1.407 -0.328 1.950
N 0.214 -0.665 1.164
C -1.021 -0.855 1.712
C -1.979 -1.548 0.948
F -1.606 -2.029 -0.262
C -3.262 -1.785 1.381
F -4.094 -2.453 0.564
C -3.694 -1.379 2.629
C -2.763 -0.732 3.414
F -3.107 -0.310 4.640
C -1.475 -0.469 2.982
F -0.662 0.202 3.827
H 3.695 0.597 -3.361
H 2.091 -0.043 -3.052
H 3.526 -1.075 -2.831
H 2.999 1.500 -1.252
H 4.251 0.299 -0.906
H 2.227 -2.071 -1.329
H 1.797 -2.138 0.358
H 4.662 -1.853 -0.748
H 3.941 -3.265 0.010
H 4.256 -1.832 0.974
H 2.257 1.407 0.930
H 3.458 0.203 1.408
H 1.207 0.340 2.786
H 1.847 -1.239 2.374
H -4.701 -1.562 2.972
Br -5.767 0.866 -0.135
C -4.053 1.368 -0.752
C -3.693 2.715 -0.716
C -2.447 3.112 -1.160
C -1.545 2.158 -1.624
C -1.927 0.821 -1.652
C -3.187 0.404 -1.225
C -0.184 2.544 -2.151
O 0.013 3.656 -2.593
O 0.703 1.596 -2.082
H -4.400 3.444 -0.344
H -2.155 4.153 -1.164
H -1.259 0.107 -2.141
H -3.470 -0.638 -1.250

---

Record 2
49
Properties=species:S:1:pos:R:3 method="wB97M-V/def2-TZVPD" smiles="O=C(CN1CC=CC[C@H](NC(=O)c2cc(Cl)ccc2Cl)C1=O)N[C@H]1CC(=O)O[C@H]1O" largest_force_ev_per_a=3.5 de_lowest_ev=0.000 orbital_gap_ha=0.3458
O -0.593 -2.787 2.336
O -2.741 3.370 -1.935
O 0.228 2.789 -6.647
O 0.655 1.279 0.149
Cl 2.330 -6.931 3.585
Cl 2.797 -2.092 -0.369
O 0.778 0.241 -3.400
O 0.102 0.814 -5.465
C 0.466 -2.415 1.843
C -1.687 2.896 -1.506
C -0.104 2.132 -5.673
C -0.307 1.117 0.896
C -2.098 2.185 3.143
C -1.077 1.564 3.822
C 3.513 -5.455 1.616
C 3.596 -4.364 0.777
C 1.498 -4.545 2.573
C 2.460 -5.543 2.568
C 2.628 -3.357 0.785
C 1.542 -3.429 1.685
N -1.320 2.072 0.870
N 0.659 -1.055 1.689
N -0.965 1.977 -2.261
C -1.230 3.232 -0.071
C -2.506 1.905 1.712
C -0.184 0.422 3.380
C -0.396 0.459 -4.175
C -0.848 2.797 -4.574
C -0.367 -0.042 1.914
C -1.226 1.652 -3.657
H 1.316 -0.392 -3.887
H -2.584 3.037 3.643
H -0.829 1.906 4.832
H 4.275 -6.194 1.568
H 4.423 -4.297 0.073
H 0.664 -4.635 3.266
H 1.511 -0.740 1.204
H -0.105 1.608 -1.868
H -0.184 3.585 -0.134
H -1.792 4.112 0.297
H -3.335 2.588 1.402
H -2.932 0.887 1.663
H -0.373 -0.400 4.077
H 0.855 0.716 3.486
H -1.035 -0.409 -4.211
H -1.707 3.275 -4.944
H -0.140 3.469 -4.092
H -1.341 -0.466 1.789
H -2.288 1.462 -3.773

---

Record 3
56
Properties=species:S:1:pos:R:3 method="wB97M-V/def2-TZVPD" largest_force_ev_per_a=12.9 charge=-2 de_lowest_ev=16.025 s_squared=2.098 orbital_gap_ha="0.1746 / 0.1659" multiplicity=3
Mo -0.293 -0.292 0.135
Se 0.771 6.668 -0.219
Sb -0.348 5.072 -1.611
Se -0.876 2.936 -1.339
Se -1.394 1.027 -1.001
Se 0.959 5.975 -3.361
N 1.594 3.803 3.129
C 1.404 2.620 2.519
O 1.470 1.544 3.095
C 1.078 2.765 1.054
C 1.388 1.516 0.219
H 1.798 3.823 4.114
H 1.513 4.674 2.619
H 1.586 3.644 0.632
H -0.010 2.975 1.009
H 2.341 1.087 0.545
H 1.527 1.888 -0.827
C 2.291 -3.507 0.675
C 2.046 -2.209 1.127
N 1.514 -1.307 0.320
C 1.170 -1.666 -0.892
C 1.300 -2.939 -1.467
C 1.915 -3.872 -0.592
C 0.703 -3.347 -2.684
C -0.028 -2.655 -3.623
C -0.229 -1.263 -3.868
C -1.415 -0.836 -4.514
C -1.642 0.513 -4.631
N -0.774 1.426 -4.175
C 0.342 0.944 -3.649
N 0.673 -0.325 -3.470
H 2.725 -4.225 1.357
H 2.260 -1.884 2.138
H 0.870 -0.790 -1.531
H 2.035 -4.893 -0.934
H 0.736 -4.426 -2.827
H -0.608 -3.283 -4.299
H -2.150 -1.571 -4.822
H -2.570 0.906 -5.030
H 1.010 1.692 -3.206
Cl -3.157 2.135 4.428
C -2.160 0.859 3.849
C -1.838 -0.223 4.664
C -1.022 -1.203 4.104
C -0.574 -1.079 2.820
N -0.874 -0.033 2.027
C -1.670 0.936 2.576
H -2.203 -0.293 5.674
H -0.725 -2.069 4.675
H 0.037 -1.856 2.391
H -1.922 1.782 1.919
O -0.698 -2.578 0.481
S -2.137 -2.367 0.225
O -2.861 -2.063 1.459
O -2.711 -3.374 -0.653
S -2.171 -0.780 -0.754

---

Record 4
43
Properties=species:S:1:pos:R:3 method="wB97M-V/def2-TZVPD" smiles="Cc1ccc(NCCNCc2ccc3ccc(=O)oc3c2)cc1Cl" largest_force_ev_per_a=3.4 de_lowest_ev=1.771 orbital_gap_ha=0.2841
O -4.286 2.955 2.967
Cl 1.645 -0.452 -6.079
O -3.052 1.084 2.592
C -3.261 2.309 3.093
C -2.216 2.973 3.867
C -1.057 2.329 4.137
C 0.330 0.308 3.851
C 0.501 1.317 -2.065
C 1.337 -0.492 -3.453
C 0.315 2.090 -3.217
C 0.474 -0.990 3.266
C -1.773 -0.888 2.489
C 1.185 0.301 -4.580
C -1.917 0.418 2.922
C -0.855 0.994 3.632
C 0.959 -0.017 -2.192
C 0.677 1.603 -4.469
C -0.588 -1.585 2.606
N 1.000 -0.830 -1.062
N -0.031 -2.903 0.640
C 0.506 2.466 -5.708
C -0.475 -2.986 2.043
C 1.602 -2.190 -1.090
C 1.380 -2.918 0.227
H -2.429 3.981 4.226
H -0.253 2.857 4.670
H 1.153 0.736 4.400
H 0.341 1.708 -1.064
H 1.758 -1.442 -3.616
H -0.038 3.093 -3.056
H 1.428 -1.476 3.341
H -2.603 -1.422 2.031
H 0.851 -0.359 -0.152
H -0.505 -2.164 0.150
H 1.476 2.978 -5.859
H -0.345 3.140 -5.683
H 0.418 1.862 -6.600
H 0.242 -3.559 2.650
H -1.472 -3.487 2.158
H 1.087 -2.774 -1.853
H 2.708 -2.146 -1.273
H 1.738 -3.961 0.129
H 2.046 -2.465 0.983

---

Record 5
49
Properties=species:S:1:pos:R:3 method="wB97M-V/def2-TZVPD" largest_force_ev_per_a=0.3 de_lowest_ev=0.146 s_squared=6.011 orbital_gap_ha="0.2583 / 0.2016" multiplicity=5
Co -1.723 0.842 -0.645
O -1.536 1.419 3.337
C -1.446 1.230 2.179
O -1.493 0.346 1.317
C -1.019 2.947 1.196
O -0.595 3.755 1.941
O -1.283 2.745 0.008
C 0.283 -2.070 -1.220
C 0.862 -0.702 -1.263
N 0.182 0.431 -1.296
C 1.114 1.457 -1.352
C 2.357 0.930 -1.365
N 2.185 -0.439 -1.304
C 3.269 -1.405 -1.220
N 4.123 -1.095 -0.114
N 5.420 -0.747 -0.337
N 5.994 -0.528 0.780
C 5.072 -0.728 1.793
C 5.206 -0.602 3.179
C 4.088 -0.848 3.939
C 2.857 -1.208 3.347
C 2.713 -1.338 1.985
C 3.861 -1.095 1.223
H -0.798 -2.002 -1.153
H 0.640 -2.636 -0.358
H 0.530 -2.629 -2.123
H 0.812 2.489 -1.380
H 3.334 1.381 -1.387
H 3.889 -1.380 -2.113
H 2.829 -2.395 -1.111
H 6.150 -0.315 3.620
H 4.142 -0.757 5.016
H 1.999 -1.376 3.985
H 1.760 -1.595 1.543
C -3.378 -1.835 -1.545
C -4.150 -0.562 -1.468
C -5.496 -0.366 -1.569
C -5.720 1.038 -1.434
C -4.501 1.626 -1.252
C -4.195 3.081 -1.078
N -3.514 0.653 -1.275
H -4.049 -2.667 -1.757
H -2.872 -2.072 -0.601
H -2.631 -1.811 -2.346
H -6.235 -1.137 -1.730
H -6.665 1.558 -1.478
H -5.022 3.672 -1.469
H -3.291 3.377 -1.613
H -4.057 3.363 -0.031